1.
Below is a cluster of 7 separate species, C59H75BrF4N4O3 in total, with properties calculated with ωB97M-V/def2-TZVPD.

Last column: Löwdin charge in e.
Cartesian coordinates (Å):
C -0.1445 5.6352 1.2641  -0.1080
C 0.1009 4.3480 0.4570  -0.2305
C -1.1664 3.5229 0.1435  -0.1489
C -0.9946 1.9990 0.2693  -0.2208
O -1.4611 1.3213 -0.9279  -0.0537
C -0.5124 1.0252 -1.9156  -0.4137
N 0.2489 2.2108 -2.2876  0.1613
C 0.3768 -0.2238 -1.5586  -0.0856
O 0.0712 -0.7520 -0.2990  -0.1213
C -0.5590 -2.0204 -0.2696  -0.1651
C 0.4213 -3.1264 0.0896  -0.1797
O 1.2364 -2.7247 1.1748  -0.1477
C 0.9618 -3.3840 2.3965  -0.2705
C 1.3683 -4.8597 2.4083  -0.0674
C -1.3979 0.6932 -3.1324  -0.3727
F -2.0820 -0.4599 -2.8967  0.1207
F -0.5797 0.4469 -4.2035  0.0970
C -2.3909 1.8305 -3.4782  -0.2730
F -2.5105 1.9426 -4.8272  0.0858
F -3.6114 1.5230 -2.9673  0.0861
C -1.6769 1.2452 1.4146  -0.2676
C -1.1628 1.5097 2.8385  -0.5737
Br -1.6982 3.2384 3.5669  0.8035
C 0.3372 1.1770 3.0271  -0.2516
C 1.2756 2.2476 3.5799  -0.1376
N -3.1469 1.1472 1.3538  -0.0400
C -3.9575 2.0748 0.5562  -0.1574
C -4.5958 3.1968 1.3723  -0.2956
N -5.3160 2.6300 2.5048  0.0083
C -3.5482 -0.2123 1.2128  -0.2244
C -3.6317 -0.8690 -0.0181  -0.0140
C -3.9780 -2.2102 -0.0349  -0.0636
C -4.2182 -2.8632 1.1753  -0.1569
N -4.1435 -2.2514 2.3508  0.0643
C -3.8299 -0.9626 2.3561  -0.0794
H 0.5355 5.7170 2.1145  0.0651
H -1.1630 5.6704 1.6513  0.0439
H 0.0008 6.5220 0.6455  0.0684
H 0.8391 3.7196 0.9595  0.0844
H 0.5565 4.6351 -0.4976  0.1010
H -1.4159 3.6952 -0.9063  0.0957
H -2.0057 3.8984 0.7224  0.0552
H 0.0712 1.7854 0.3742  0.1326
H 0.7886 2.0275 -3.1276  0.0626
H 0.9170 2.4508 -1.5634  0.0953
H 1.4278 0.0810 -1.5786  0.1354
H 0.2452 -0.9894 -2.3301  0.1291
H -1.3645 -1.9817 0.4727  0.1086
H -1.0187 -2.2278 -1.2419  0.1267
H -0.1598 -4.0191 0.3518  0.1258
H 1.0633 -3.3791 -0.7587  0.1289
H 1.5102 -2.8220 3.1556  0.1151
H -0.1059 -3.2856 2.6438  0.1180
H 1.7513 -5.1401 3.3920  0.0575
H 0.5151 -5.5125 2.2104  0.0698
H 2.1378 -5.0476 1.6596  0.0829
H -2.0542 2.7804 -3.0653  0.1443
H -1.3208 0.2226 1.2678  0.1318
H -1.7389 0.8190 3.4535  0.0724
H 0.7262 0.7967 2.0799  0.1004
H 0.3753 0.3277 3.7177  0.1117
H 1.0530 2.4566 4.6268  0.0642
H 1.2160 3.1849 3.0276  0.0381
H 2.3046 1.8834 3.5289  0.0773
H -3.4114 2.4860 -0.2944  0.0990
H -4.7844 1.5013 0.1309  0.1299
H -3.8492 3.9456 1.6680  0.0516
H -5.3152 3.6966 0.7142  0.1125
H -4.6613 2.1162 3.0832  0.0367
H -5.7248 3.3569 3.0764  0.0646
H -3.4174 -0.3281 -0.9328  0.1052
H -4.0573 -2.7563 -0.9677  0.1072
H -4.4830 -3.9137 1.1894  0.0999
H -3.7963 -0.4687 3.3232  0.1119
C 2.0222 2.1205 -5.4413  -0.1116
C 3.3425 1.8990 -5.8076  -0.1154
C 4.1741 2.9761 -6.0805  -0.0913
C 3.6811 4.2717 -5.9982  -0.0880
C 2.3583 4.4923 -5.6389  -0.0862
C 1.5271 3.4160 -5.3595  -0.0912
H 1.3740 1.2794 -5.2305  0.0810
H 3.7256 0.8886 -5.8727  0.1005
H 5.2071 2.8038 -6.3552  0.1061
H 4.3292 5.1114 -6.2138  0.1018
H 1.9741 5.5023 -5.5795  0.1022
H 0.4930 3.5879 -5.0866  0.1005
C 2.8815 -1.8498 -10.3159  -0.0986
C 3.4025 -0.5965 -10.0250  -0.0948
C 2.8830 0.1468 -8.9739  -0.0922
C 1.8401 -0.3663 -8.2151  -0.0927
C 1.3153 -1.6175 -8.5081  -0.0931
C 1.8370 -2.3605 -9.5580  -0.0985
H 3.2892 -2.4283 -11.1349  0.0993
H 4.2140 -0.1974 -10.6198  0.0997
H 3.2898 1.1238 -8.7449  0.0955
H 1.4325 0.2119 -7.3969  0.0805
H 0.4983 -2.0128 -7.9180  0.0999
H 1.4287 -3.3366 -9.7865  0.0993
C 1.5687 -5.3466 6.5322  -0.1079
C 1.1130 -6.6276 6.2535  -0.1259
C 1.8064 -7.7315 6.7300  -0.0989
C 2.9558 -7.5525 7.4875  -0.0929
C 3.4117 -6.2712 7.7664  -0.0929
C 2.7189 -5.1677 7.2880  -0.0911
H 1.0225 -4.4864 6.1649  0.1005
H 0.2138 -6.7658 5.6659  0.1054
H 1.4482 -8.7300 6.5150  0.1031
H 3.4960 -8.4123 7.8621  0.1005
H 4.3078 -6.1326 8.3571  0.1005
H 3.0734 -4.1688 7.5069  0.1012
C -3.5764 -5.5008 8.8457  -0.0975
C -3.8771 -6.1492 10.0354  -0.1000
C -2.9482 -7.0028 10.6149  -0.0997
C -1.7188 -7.2083 10.0043  -0.0929
C -1.4170 -6.5611 8.8138  -0.0877
C -2.3463 -5.7072 8.2364  -0.0934
H -4.3001 -4.8345 8.3942  0.1000
H -4.8363 -5.9897 10.5109  0.0988
H -3.1833 -7.5076 11.5431  0.0986
H -0.9935 -7.8727 10.4564  0.0999
H -0.4598 -6.7194 8.3358  0.0758
H -2.1109 -5.2010 7.3082  0.0976
C 5.5660 0.5418 -3.4584  -0.1058
C 6.9391 0.7350 -3.3996  -0.0929
C 7.7948 -0.3576 -3.4327  -0.0961
C 7.2775 -1.6423 -3.5244  -0.0960
C 5.9043 -1.8357 -3.5825  -0.0942
C 5.0490 -0.7433 -3.5488  -0.1013
H 4.8979 1.3932 -3.4388  0.0916
H 7.3418 1.7373 -3.3289  0.1006
H 8.8658 -0.2078 -3.3877  0.1001
H 7.9452 -2.4937 -3.5520  0.1003
H 5.5012 -2.8376 -3.6543  0.1005
H 3.9772 -0.8934 -3.5965  0.0956
C -3.2768 6.0893 -1.9645  -0.0921
C -3.6626 6.4867 -0.6930  -0.0897
C -3.8219 7.8347 -0.4050  -0.0889
C -3.5940 8.7848 -1.3913  -0.0949
C -3.2063 8.3867 -2.6634  -0.0959
C -3.0474 7.0380 -2.9510  -0.0924
H -3.1564 5.0357 -2.1863  0.0865
H -3.8385 5.7436 0.0749  0.0812
H -4.1224 8.1446 0.5876  0.1019
H -3.7191 9.8365 -1.1685  0.1003
H -3.0283 9.1282 -3.4315  0.1000
H -2.7461 6.7270 -3.9432  0.1000

E_tot ... -5711.3437 Eh
Structure (SMILES) ... CCC[C@H](O[C@@](N)(COCCOCC)C(F)(F)C(F)F)[C@@H]([C@H](Br)CC)N(CCN)c1cccnc1.c1ccccc1.c1ccccc1.c1ccccc1.c1ccccc1.c1ccccc1.c1ccccc1
HOMO-LUMO gap ... 9.0 eV
E_HOMO ... -8.61 eV
2S+1 ... 1
Molar mass ... 1044.17 g/mol
LUMO level ... 0.4 eV


2.
Below is the ion C7H15N4S with charge +1 in a non-equilibrium geometry, with properties calculated with ωB97M-V/def2-TZVPD.

Last column: Löwdin charge in e.
Cartesian coordinates (Å):
C 0.1424 0.1071 1.0877  -0.5947
C 0.7558 1.6815 1.1371  -0.2988
C -0.1469 -1.8207 0.0237  -0.3291
C 0.3144 -1.6991 -2.5134  -0.0847
C -2.1137 -2.0899 -1.6828  -0.0717
C 1.4831 3.6583 2.5304  0.0043
C -0.7370 -1.4197 -1.4516  -0.3768
N 0.8204 -0.7523 0.4192  0.0420
N -1.1399 -1.7795 1.0982  -0.2613
N 0.6893 2.4516 2.1606  0.0337
N 1.3564 1.8152 -0.0004  0.1829
S -1.3562 -0.2858 1.8070  1.1110
H 0.2039 -2.9147 0.0270  0.1845
H 0.9474 -2.6300 -2.2620  0.1095
H 0.9727 -0.7923 -2.6765  0.0831
H -0.2590 -1.8951 -3.5221  0.1127
H -2.9421 -1.3770 -1.4383  0.0955
H -2.1699 -2.9692 -0.9997  0.0788
H -2.2083 -2.4242 -2.7310  0.0852
H 2.2961 3.3502 3.2387  0.1124
H 1.9419 4.0235 1.6477  0.0627
H 0.8158 4.4458 2.9817  0.1146
H -0.9822 -0.2803 -1.4037  0.1508
H -2.0303 -2.1748 0.7111  0.0971
H 0.1069 2.0791 2.8472  0.1130
H 1.3064 1.0968 -0.6858  0.0918
H 1.9326 2.5954 -0.3498  0.1516

E_tot ... -892.5309 Eh
HOMO-LUMO gap (alpha / beta) ... 6.1 / 7.7 eV
E_HOMO (alpha / beta) ... -9.17 / -13.69 eV
2S+1 ... 3
Total charge ... +1
⟨S²⟩ ... 2.009
Molar mass ... 187.29 g/mol
LUMO level (alpha / beta) ... -3.1 / -6.0 eV


- The lowest molar mass belongs to which entry?
  C7H15N4S


- The lowest molar mass belongs to which entry?
  C7H15N4S